# 1
{"formula": "CH3Cl2PS2", "method": "the ωB97M-V functional and the def2-TZVPD basis", "e_above_lowest_kcal_mol": 55.69, "e_homo_ha": -0.3134, "multiplicity": 1, "e_lumo_ha": -0.0610, "total_energy_ev": -57089.26316, "species": ["C", "P", "S", "S", "Cl", "Cl", "H", "H", "H"], "coordinates": [[-2.668, -0.470, -0.203], [0.331, 0.566, -0.563], [0.259, -0.467, 1.035], [-2.148, 1.042, -0.534], [0.798, 2.352, 0.321], [4.524, -1.032, -0.423], [-1.891, -1.240, -0.034], [4.481, -0.079, 0.432], [-3.688, -0.671, -0.031]], "forces_ev_per_a": [[2.19, 1.46, -0.07], [0.11, -0.22, 0.10], [0.36, -1.71, 0.53], [-1.11, -0.94, -0.15], [0.14, 1.47, -0.33], [0.00, 0.05, 0.02], [-0.52, 0.21, -0.08], [-0.03, -0.04, -0.02], [-1.12, -0.27, 0.00]]}

---

# 2
{"formula": "C5H9NO", "method": "the ωB97M-V functional and the def2-TZVPD basis", "smiles": "C/C=N/CCC=O", "e_above_lowest_kcal_mol": 42.65, "e_homo_ha": -0.3539, "multiplicity": 1, "e_lumo_ha": 0.0399, "total_energy_ev": -8867.36315, "species": ["C", "C", "N", "C", "C", "C", "O", "H", "H", "H", "H", "H", "H", "H", "H", "H"], "coordinates": [[-2.007, -0.066, 1.596], [-1.413, -0.030, 0.254], [-0.561, 0.861, 0.019], [0.192, 0.689, -1.183], [1.634, 0.431, -0.709], [1.961, -0.986, -0.225], [1.225, -1.944, -0.243], [-1.519, 0.724, 2.174], [-3.077, 0.098, 1.510], [-1.808, -1.048, 2.030], [-1.682, -0.793, -0.487], [-0.060, 1.611, -1.721], [-0.114, -0.168, -1.810], [1.882, 1.087, 0.139], [2.342, 0.644, -1.510], [3.005, -1.109, 0.165]], "forces_ev_per_a": [[-0.31, -0.02, 0.21], [-0.02, 0.00, 0.19], [-0.06, -0.71, 0.23], [0.16, 0.03, -0.20], [0.07, 0.12, -0.29], [-0.32, -0.05, -0.19], [0.17, 0.60, -0.07], [-0.31, -0.20, 0.11], [-0.27, -0.07, 0.38], [-0.19, 0.07, 0.17], [0.12, -0.06, 0.12], [1.23, -0.10, -0.44], [-0.15, 0.16, 0.21], [-0.03, 0.01, -0.29], [0.27, 0.04, -0.01], [-0.34, 0.18, -0.12]]}

---

# 3
{"formula": "C14H24N4O5S", "method": "the ωB97M-V functional and the def2-TZVPD basis", "smiles": "CNC(=O)[C@@H](NC(C)=O)[C@H](C)O.NCc1ccc(S(N)(=O)=O)cc1", "e_homo_ha": -0.3444, "multiplicity": 1, "e_lumo_ha": 0.0148, "total_energy_ev": -41940.64752, "species": ["C", "N", "C", "O", "C", "N", "C", "C", "O", "C", "C", "O", "H", "H", "H", "H", "H", "H", "H", "H", "H", "H", "H", "H", "H", "H", "N", "C", "C", "C", "C", "C", "S", "N", "O", "O", "C", "C", "H", "H", "H", "H", "H", "H", "H", "H", "H", "H"], "coordinates": [[5.314, 0.039, -1.418], [4.028, 0.244, -2.085], [2.815, 0.284, -1.523], [1.829, 0.364, -2.244], [2.651, 0.168, 0.000], [1.626, 1.117, 0.475], [1.673, 1.962, 1.503], [2.910, 2.037, 2.376], [0.734, 2.709, 1.722], [2.261, -1.266, 0.410], [3.024, -1.742, 1.643], [2.466, -2.229, -0.594], [5.277, -0.860, -0.798], [6.098, -0.089, -2.167], [5.559, 0.903, -0.797], [4.026, 0.315, -3.091], [3.605, 0.406, 0.459], [0.786, 1.182, -0.079], [3.761, 2.345, 1.774], [2.736, 2.775, 3.158], [3.095, 1.072, 2.836], [1.202, -1.280, 0.634], [2.766, -2.781, 1.851], [2.738, -1.143, 2.505], [4.098, -1.667, 1.474], [1.814, -2.063, -1.285], [-6.126, 1.466, -2.410], [-5.456, 2.067, -1.251], [-4.529, 1.052, -0.637], [-5.025, 0.086, 0.248], [-4.171, -0.854, 0.830], [-2.803, -0.841, 0.526], [-1.692, -2.025, 1.322], [-0.894, -2.723, 0.044], [-2.387, -3.144, 1.957], [-0.658, -1.410, 2.152], [-2.300, 0.114, -0.367], [-3.160, 1.053, -0.945], [-5.445, 1.056, -3.049], [-6.714, 2.146, -2.889], [-6.200, 2.390, -0.514], [-4.892, 2.952, -1.563], [-6.085, 0.070, 0.482], [-4.574, -1.588, 1.525], [-0.196, -3.317, 0.471], [-1.588, -3.278, -0.434], [-1.239, 0.131, -0.607], [-2.756, 1.792, -1.629]], "forces_ev_per_a": [[-0.42, 0.04, 0.11], [1.22, -0.03, 0.13], [-0.88, -0.17, -0.21], [-0.52, 0.10, 0.30], [-0.12, 0.61, 0.16], [0.96, -1.34, -1.43], [-0.07, 1.38, 1.10], [-0.24, -0.16, -0.14], [-0.23, 0.03, 0.02], [-0.12, -0.58, 0.52], [-0.33, 0.17, -0.27], [0.43, -0.28, -0.68], [0.10, 0.06, -0.05], [-0.20, 0.04, 0.08], [0.15, -0.07, 0.02], [-0.15, -0.05, 0.11], [0.03, 0.21, 0.21], [-0.01, -0.05, -0.10], [0.22, -0.08, 0.03], [-0.07, -0.08, -0.18], [0.27, -0.10, 0.03], [-0.26, 0.39, 0.25], [0.03, 0.06, -0.01], [0.08, 0.03, 0.07], [0.09, -0.03, 0.06], [0.01, -0.05, -0.12], [-0.32, -0.16, 0.10], [0.13, 0.04, -0.51], [0.33, -0.17, 0.34], [0.57, -0.03, -0.12], [0.04, -0.07, 0.05], [-0.15, 0.10, -0.01], [0.99, -1.46, 1.98], [-0.14, 1.06, -0.45], [-0.58, 1.67, -0.55], [-1.26, 0.11, -1.31], [0.01, -0.06, 0.11], [-0.15, -0.46, 0.39], [-0.31, 0.33, 0.11], [0.35, -0.30, 0.02], [0.03, -0.13, -0.15], [0.17, 0.05, 0.32], [0.13, -0.01, 0.00], [0.19, 0.08, -0.14], [0.23, -0.20, -0.02], [0.03, -0.34, -0.29], [-0.19, -0.05, 0.02], [-0.04, -0.05, 0.09]]}

---

# 4
{"formula": "C2H10ClN4", "method": "the ωB97M-V functional and the def2-TZVPD basis", "e_above_lowest_kcal_mol": 0.00, "e_homo_ha": -0.5127, "multiplicity": 1, "charge": 1, "e_lumo_ha": -0.1112, "total_energy_ev": -20712.61478, "species": ["C", "C", "N", "N", "N", "N", "Cl", "H", "H", "H", "H", "H", "H", "H", "H", "H", "H"], "coordinates": [[-1.539, -0.076, 0.470], [-0.536, -1.205, -0.416], [-1.098, 0.455, 1.756], [-1.195, -2.331, -0.686], [0.666, -0.836, -0.700], [1.426, 1.646, -0.525], [-1.816, 1.238, -0.810], [-2.503, -0.560, 0.615], [-1.491, -0.247, 2.386], [-0.124, 0.589, 1.768], [-2.034, -2.464, -0.150], [-0.768, -3.215, -0.939], [1.249, -1.542, -1.060], [1.158, 0.535, -0.432], [1.986, 1.661, -1.439], [0.526, 2.147, -0.742], [1.961, 2.102, 0.287]], "forces_ev_per_a": [[1.61, -0.57, -1.62], [-0.81, 2.44, 1.89], [-2.33, -1.58, -2.28], [-0.21, -0.54, 0.51], [-1.45, 0.60, 1.15], [0.91, 1.11, -0.74], [0.05, -0.47, 0.80], [0.03, 0.13, -0.18], [0.90, 0.66, 0.59], [1.30, -0.11, 0.57], [-0.28, -0.07, -0.15], [0.32, 0.40, -0.27], [0.80, -1.06, -0.79], [-0.13, 0.00, -0.06], [-0.67, 0.29, 1.81], [0.98, -0.43, 0.53], [-1.01, -0.81, -1.76]]}